No. 1
Computed, not measured: a molecular structure, C42H71FeGeN4OP3SeSi, with wB97M-V/def2-TZVPD.

Cartesian coordinates (Å):
H1 3.172137 4.349484 1.714312
H2 -2.168950 2.317448 -1.603387
C1 -3.032722 3.179333 2.353553
Fe1 0.172122 0.118466 -1.148076
H3 -5.235715 0.336540 -1.263269
H4 -4.720709 4.210743 3.159307
H5 6.079351 -0.394672 -4.204927
H6 -1.186451 1.226109 5.928350
C2 -3.246948 -3.828034 3.420092
C3 2.132553 2.774372 0.698319
H7 2.953485 0.139285 6.146997
H8 -0.178959 3.704232 -3.485412
H9 -3.004196 0.594708 -3.336901
H10 5.222364 -2.646078 0.015632
H11 -3.425699 -3.516023 1.308867
C4 -4.104671 3.323309 3.229015
H12 2.478197 -0.462997 -6.274528
C5 -4.394020 2.356610 4.176503
C6 -3.134840 -0.978949 0.078120
C7 -3.572738 1.238255 4.270831
C8 1.950963 -0.408210 4.340107
C9 1.057348 -3.223359 -0.395473
H13 1.904870 4.101068 -1.347613
H14 0.670749 -4.695612 -1.904945
H15 -3.310393 -3.889892 -3.078886
H16 -4.179819 -2.403303 -3.385229
H17 4.267075 -2.275331 1.437415
H18 1.447600 4.629293 1.628336
H19 2.729593 -3.140914 -4.607781
C10 0.919501 0.796299 6.170621
Ge1 -0.686767 0.011251 1.184759
H20 5.179918 -0.243646 -0.486215
H21 3.365638 0.971069 -5.742304
H22 -0.128426 -3.396658 1.444282
C11 -2.238597 -2.064651 4.701957
P1 1.629181 -1.482831 -0.132186
H23 5.618978 -0.907593 -2.586259
N1 0.584186 -0.801605 2.294980
H24 1.992978 -3.603687 -2.319644
H25 -0.436996 3.743587 1.332152
H26 2.469300 4.917444 0.215855
C12 0.010141 5.049483 -1.187694
Se1 1.877963 -0.161761 -2.979077
H27 -1.047342 -2.822933 0.076159
H28 -1.893235 -1.656243 5.643877
H29 -5.361587 0.805812 -2.947337
P2 0.655654 2.380281 -0.372058
C13 1.011198 -3.659004 -1.854325
C14 2.017042 0.174500 5.605620
C15 -3.527817 -2.901589 -2.668830
C16 0.841648 3.666993 -3.082258
H30 -0.696472 1.951495 -3.020545
H31 -1.551227 3.265965 0.075655
C17 -0.742703 2.894163 0.712051
H32 5.250575 0.736857 -3.133012
C18 4.114991 -0.172095 -0.261687
C19 -0.299164 0.781912 5.494314
H33 -1.512958 -2.865181 -4.397569
C20 -3.095950 -3.090773 2.248681
H34 1.334424 4.531705 -3.530544
C21 1.736254 -1.415654 1.699921
H35 0.994114 1.264327 7.142535
H36 1.326636 2.315826 2.659497
H37 4.232577 -0.376500 -6.490786
H38 1.891682 -2.436120 2.071350
C22 -3.326176 0.579683 -2.296136
H39 -3.762871 0.466577 5.007571
H40 -5.236674 2.473294 4.843771
C23 -2.220732 2.044776 2.417826
C24 -2.122882 -1.318671 3.547870
H41 0.347259 -3.043703 -2.458617
C25 -0.241691 -3.497857 0.364126
H42 -4.081951 -3.055144 -1.742526
H43 4.033315 0.159821 0.774807
N2 -1.571360 0.006472 3.492529
H44 1.835849 -3.815360 0.092420
C26 0.758605 -0.356785 3.625156
H45 4.005037 -3.247480 -3.382005
C27 -0.372455 0.189702 4.254023
C28 -1.564117 -1.917399 -3.857787
O1 -0.647920 0.995505 -2.939055
C29 -3.199855 1.989059 -1.714885
C30 3.407567 -0.116371 -5.820782
C31 2.302008 4.254577 1.062266
H46 -2.904845 -3.928010 5.535889
C32 3.458473 -1.536790 -0.458366
H47 3.678939 0.581059 -0.914883
H48 -3.706672 -4.806603 3.369989
H49 -0.549375 -1.524583 -3.793372
H50 1.362430 2.774475 -3.425494
C33 0.869012 3.839891 -1.563672
H51 2.983878 2.469526 0.082367
H52 -2.165535 -1.234683 -4.461062
H53 4.430687 -3.061553 -5.077191
H54 2.837236 -0.882069 3.945749
C34 5.301558 -0.308409 -3.440935
C35 -2.202349 -2.157013 -2.487713
H55 3.074742 2.121001 2.521434
C36 -2.804920 -3.334912 4.637214
Si1 3.685271 -0.901172 -4.156462
H56 -1.542811 -2.817112 -1.922570
C37 -2.507447 -1.834214 2.300584
H57 -1.042108 4.879467 -1.425739
H58 -3.658359 2.042295 -0.723105
H59 3.537841 -1.824375 -1.506256
C38 3.708693 -2.759963 -4.313088
H60 0.069696 0.721108 -3.560070
H61 1.986320 0.922357 1.829658
C39 2.127711 1.981555 1.996474
P3 -2.192217 -0.616016 -1.449406
N3 -2.240583 -1.007297 1.202929
H62 0.081078 5.319928 -0.135398
H63 -3.873613 -0.177741 0.203614
H64 -3.699988 -1.902027 -0.047149
C40 -4.806300 0.173762 -2.251619
H65 3.776113 -3.578514 0.348507
C41 -2.499351 1.096304 3.416518
H66 -0.571920 -4.518300 0.159412
H67 0.337697 5.911674 -1.771981
H68 -2.849728 3.955935 1.624570
H69 2.653112 -0.869517 1.934256
H70 -3.718319 2.706892 -2.353660
N4 -1.153555 1.793028 1.547615
H71 -4.987878 -0.859949 -2.530526
C42 4.199514 -2.576457 0.391098

Atomic forces in eV per Å
0.00 -0.02 0.00
0.04 -0.02 -0.07
-0.02 -0.07 0.02
0.19 -0.19 -0.17
0.00 0.00 0.00
0.00 -0.01 0.00
-0.02 -0.02 -0.01
0.00 -0.01 0.01
-0.01 0.01 -0.06
-0.03 0.12 0.07
0.00 0.01 0.01
0.00 -0.15 0.01
0.05 -0.02 0.01
0.01 0.00 0.02
0.02 0.02 -0.02
0.00 0.02 0.01
0.00 0.00 0.02
0.03 -0.03 -0.01
-0.01 0.12 0.13
-0.06 -0.01 -0.02
-0.07 0.08 0.11
0.13 -0.02 0.17
-0.02 -0.08 -0.04
0.00 0.01 -0.03
0.01 0.00 0.02
0.04 -0.03 -0.01
-0.01 -0.01 -0.01
0.01 -0.02 0.02
0.01 -0.01 0.00
-0.08 0.01 0.02
-0.29 0.31 -0.09
-0.01 0.00 0.00
-0.01 -0.01 0.01
0.04 0.02 -0.01
-0.04 -0.08 0.00
-0.35 0.08 0.15
0.00 0.02 0.00
0.33 -0.10 0.59
0.06 -0.01 0.00
0.03 -0.04 0.01
0.00 0.00 0.06
-0.04 0.02 0.04
-0.04 0.15 -0.22
0.05 -0.02 -0.02
0.00 0.00 0.00
-0.01 0.01 0.01
0.24 0.25 0.09
-0.01 0.05 -0.06
0.03 -0.03 -0.05
-0.01 -0.05 -0.02
-0.25 -0.12 -0.03
0.00 0.25 0.03
-0.03 -0.03 -0.02
0.04 -0.05 -0.02
0.00 -0.01 0.00
-0.02 0.01 0.01
0.06 0.07 -0.01
-0.02 -0.01 0.01
-0.02 -0.06 0.10
0.04 -0.01 0.03
-0.14 -0.14 -0.02
0.00 -0.02 0.00
0.01 0.00 0.01
-0.02 0.01 0.00
-0.05 0.00 0.04
-0.11 0.04 0.01
-0.01 0.01 0.01
0.01 0.00 0.00
-0.04 -0.03 0.03
0.06 0.02 -0.26
0.05 -0.01 0.03
-0.04 -0.01 -0.08
0.00 0.04 0.00
-0.02 0.03 0.02
0.02 0.10 0.19
-0.02 -0.02 0.01
-0.33 -0.11 -0.28
-0.01 -0.02 0.01
-0.02 -0.21 -0.30
0.02 0.02 -0.01
-0.12 0.13 0.08
0.00 0.00 0.08
0.06 0.00 -0.11
0.06 0.05 0.03
-0.02 0.00 -0.01
0.01 -0.06 -0.01
-0.01 0.01 -0.02
0.01 0.00 0.01
-0.02 0.04 0.02
-0.02 -0.06 -0.01
0.09 0.08 -0.03
0.03 -0.04 0.01
0.01 0.01 0.00
0.00 0.04 0.01
0.01 -0.02 -0.06
0.06 0.02 0.07
-0.14 -0.05 -0.02
-0.01 0.02 0.01
0.03 0.05 0.01
0.01 -0.07 -0.09
-0.03 0.01 0.03
-0.03 0.45 0.11
0.00 0.00 -0.01
0.02 -0.01 0.01
0.02 -0.01 -0.01
0.00 -0.07 0.01
0.08 -0.02 -0.06
0.04 0.07 -0.06
0.06 0.00 -0.04
0.33 -0.16 -0.07
-0.13 -0.61 -0.07
0.00 0.00 -0.05
-0.03 -0.04 -0.05
0.06 -0.07 0.08
-0.02 0.00 -0.05
-0.01 0.02 -0.03
0.25 0.01 -0.05
0.02 -0.02 0.01
-0.01 0.00 0.00
0.03 0.00 -0.02
0.05 0.04 -0.02
-0.03 -0.02 0.02
-0.13 0.23 0.21
0.00 0.08 0.01
0.06 0.00 -0.04

The value obtained for the energy above the lowest of the compared OMol25 structures with the same formula, charge and spin is 0.00 kcal/mol. Its expectation value of S² is 0.86. Its charge is +1. The value obtained for the HOMO-LUMO gap (spin up / spin down) is 6.9 / 7.8 eV. Its HOMO energy (spin up / spin down) is -0.3559 / -0.3544 Ha. Its spin multiplicity is 2.


No. 2
Computed, not measured: 5 unconnected molecules or ions with the total composition C42H71N6O12S at a distorted geometry, with wB97M-V/def2-TZVPD.

Cartesian coordinates (Å):
H1 -4.454820 -1.032442 0.397022
H2 -5.825092 0.525026 -1.087656
H3 -0.531503 1.085747 4.376839
H4 3.415131 10.838972 -4.584462
C1 -2.473493 -4.829676 7.356254
O1 4.251698 -3.595991 2.381086
H5 4.912420 -5.496781 2.958225
C2 0.217345 2.773834 -2.406325
H6 -5.224498 -3.552705 0.764539
C3 -6.480918 1.201194 5.342732
H7 0.774028 1.296164 1.612320
C4 -1.115377 -0.786331 1.529268
H8 -3.519195 -4.588457 7.562012
H9 -2.300227 -6.716458 2.748180
O2 0.142144 -2.077453 4.354069
C5 0.031418 3.702214 -3.718274
C6 -0.844555 0.986626 3.266120
N1 -2.513027 -0.449000 -0.505509
H10 4.178473 6.553742 -5.632424
O3 -5.618234 -1.924201 3.900322
H11 -0.079170 0.107812 -0.876801
C7 -1.836332 -3.682167 6.600271
C8 1.848980 -0.967396 3.005958
H12 -4.160975 0.265205 5.798694
H13 -1.572967 -1.851410 1.509308
O4 -2.525188 -2.928702 -2.521212
H14 -2.002210 -5.009430 8.325613
N2 -0.848668 -0.478221 2.963411
C9 -1.988889 0.296953 -1.642986
N3 -2.716149 0.816676 -2.789548
H15 -0.106138 -0.872698 0.994283
C10 2.712375 2.191949 -7.114244
H16 2.415518 -5.575626 0.521222
H17 4.587590 10.554451 -6.753846
H18 -4.674348 -0.040794 -3.345013
C11 3.889754 9.796676 -6.391273
C12 3.278181 -3.914082 1.512327
H19 4.740566 9.714698 -4.382531
C13 1.621413 4.267762 -5.838213
H20 -5.883813 3.267742 5.172254
H21 -0.154076 -5.765007 7.814238
C14 4.355582 7.017004 -4.659386
H22 -3.531119 -0.031172 4.157379
C15 -2.546346 -5.937950 1.951964
C16 0.862898 3.118697 -4.967911
O5 5.976127 0.306691 -5.857482
H23 0.150269 2.518738 -5.626495
C17 3.070624 7.612410 -4.155334
O6 2.243609 6.920154 -3.599678
H24 -4.662706 -5.399991 2.711472
O7 2.810110 8.905929 -4.400291
H25 6.828679 -3.447314 1.682508
H26 5.652316 -4.127541 3.757579
C18 5.300834 -4.489856 2.788744
C19 -1.456885 -6.885562 6.466667
O8 -6.495573 0.004273 4.549914
H27 -2.509555 1.824708 -2.953714
C20 6.450126 -4.465756 1.801769
H28 -0.792621 -3.890223 6.357727
H29 -4.275787 1.519456 -0.570816
C21 -5.469158 -0.859814 4.459752
C22 0.089723 1.180630 -2.746088
H30 3.361027 2.178410 -8.070546
O9 2.342512 -3.159899 1.346406
C23 -0.109019 -6.474236 6.990175
C24 -4.222432 -4.091477 0.786172
H31 -1.877190 -2.762202 7.188204
C25 4.861650 0.140404 -6.720650
H32 -1.004141 -4.457760 -1.098238
C26 -3.895802 -5.150956 1.895047
H33 -2.353629 -3.516961 5.651457
H34 -1.088490 3.629471 -3.994910
H35 2.227172 0.118255 3.154311
C27 -5.843941 2.348137 4.584445
H36 3.864438 -4.912449 -0.272914
H37 6.138231 -4.804388 0.811605
C28 -2.183100 0.168625 0.816764
H38 -0.377878 2.769040 1.995880
H39 8.117224 -0.233322 -6.310034
O10 -1.603129 -7.947131 5.901830
H40 0.478895 -6.051291 6.173011
H41 0.396626 -7.360996 7.376366
H42 2.600625 -1.682204 3.471650
H43 -6.007998 1.022862 6.311308
C29 -1.774267 -4.637876 -0.265600
H44 1.175390 0.787959 -2.711320
N4 6.567967 -0.647309 -7.973287
H45 3.990274 -5.949456 1.170927
H46 2.913475 9.967734 -6.851970
C30 -3.296254 -2.841469 -1.529964
H47 5.171749 7.732242 -4.737406
C31 -1.486365 -5.675423 0.850626
H48 7.265381 -5.106276 2.144733
H49 -6.363151 2.513170 3.636637
H50 3.626975 4.324192 -6.946782
H51 -7.525700 1.444269 5.549470
H52 0.245511 4.814319 -3.516160
H53 -4.637905 1.758924 -3.011182
O11 -2.484363 -6.023701 6.558726
H54 -1.896945 1.467009 3.222069
H55 1.612717 2.069106 -7.387408
H56 1.911537 -1.139833 1.864577
C32 -4.687943 0.593561 -1.123548
H57 1.717026 2.476180 -4.519909
H58 -0.588455 3.107488 -1.654614
C33 0.210788 1.867152 2.422244
C34 -3.962465 -0.770555 -0.613083
C35 0.342439 -1.182258 3.479456
C36 3.011665 3.570454 -6.338559
C37 -4.205161 0.753982 -2.650488
H59 -3.613072 -1.332840 5.367923
H60 -3.110296 0.241602 1.503392
H61 -0.353806 0.984199 -3.777437
S1 3.190609 0.658550 -6.154763
H62 -4.799806 2.139233 4.340432
H63 4.683723 6.253698 -3.951506
H64 1.821607 5.217676 -5.232459
H65 1.230738 2.985264 -1.893791
H66 3.561966 3.291378 -5.358069
H67 0.974286 2.316114 3.148736
C38 7.039927 -0.204713 -6.676926
H68 -0.499466 -6.255933 0.840360
N5 -0.653598 0.484960 -1.656215
C39 3.778174 9.852314 -4.881204
H69 4.233470 8.818530 -6.734266
C40 -4.119133 -0.448113 4.977709
H70 0.953654 4.471520 -6.760762
O12 -4.287167 -1.807524 -1.560107
H71 -1.824402 1.251552 0.668298
C41 -3.134127 -3.846836 -0.300668
C42 3.412317 -5.163861 0.688649
N6 5.220511 -0.452209 -7.977379

Atomic forces in eV per Å
1.55 0.21 -1.28
1.63 0.12 0.04
-0.65 -0.26 -1.74
-0.15 -0.26 0.12
0.14 0.28 -0.05
-0.39 0.37 0.34
-0.05 0.08 -0.12
-0.17 0.77 -0.22
1.58 -0.87 0.08
0.14 0.21 -0.03
-0.92 0.77 1.03
-0.14 -1.21 0.10
0.04 -0.30 -0.13
-0.69 1.32 -1.13
0.56 3.41 -3.22
-0.68 -0.70 -0.19
1.03 0.62 1.11
-0.69 1.40 -1.94
0.01 0.05 0.07
-0.20 0.84 0.24
-0.92 0.26 -0.79
0.15 -0.04 -0.13
-0.10 1.30 -1.19
0.01 0.17 -0.16
0.73 1.65 -0.17
-3.07 0.49 3.71
0.07 -0.06 -0.11
0.18 1.17 -0.59
0.91 0.26 -0.45
-0.16 -0.40 3.24
-1.38 0.33 0.07
1.25 0.92 -1.13
0.07 0.24 -0.14
-0.06 -0.04 0.04
1.07 1.09 1.33
-0.05 -0.17 -0.14
-0.31 0.11 -0.46
-0.07 -0.11 -0.04
-0.06 -1.51 -0.68
-0.01 -0.06 -0.04
0.02 0.16 -0.16
0.56 0.01 0.37
0.02 -0.08 0.08
-0.53 2.72 -3.27
0.67 1.15 0.83
0.57 -1.70 -4.16
1.24 0.58 0.88
-0.26 -0.36 -0.02
0.28 0.61 -0.30
1.23 0.63 -1.50
-0.34 0.01 0.46
-0.01 -0.09 0.13
-0.27 0.13 -0.12
0.34 -0.17 -0.12
0.27 -0.56 -0.43
-0.47 -0.25 -0.02
0.68 -1.25 0.08
-0.01 0.06 -0.22
-0.05 0.10 0.07
-0.84 -1.61 -0.45
0.26 -0.54 -0.37
1.39 1.27 0.29
-1.31 -0.15 1.41
0.77 -0.62 0.05
0.20 -0.08 0.65
3.76 -2.22 0.14
0.01 -0.05 -0.01
1.15 -0.89 -2.59
-1.44 -0.25 1.48
2.11 0.29 -1.85
-0.01 -0.01 0.10
1.56 0.28 0.41
-0.86 -1.67 0.04
0.14 0.02 -0.16
-0.03 -0.02 0.09
0.03 -0.09 0.09
0.98 0.25 1.43
1.20 -1.44 0.32
-1.96 0.12 -0.41
-0.22 0.85 0.29
-0.07 -0.01 0.07
-0.04 0.02 -0.28
-1.51 0.86 -0.41
0.06 -0.03 -0.11
-2.20 -0.74 2.34
-1.96 0.29 -0.23
1.02 2.01 5.73
0.17 0.10 -0.11
0.09 0.09 0.10
2.80 -1.55 -2.00
-0.08 0.02 -0.22
-3.17 2.02 -0.31
-0.07 0.05 0.00
-0.07 0.00 0.15
-0.81 -1.35 0.75
0.06 -0.27 -0.13
-0.10 -1.82 -0.15
0.84 -1.49 0.41
-0.51 -0.25 0.02
1.60 -1.12 -0.19
1.57 0.09 0.35
-0.16 0.28 1.93
0.85 -0.72 -1.40
-1.53 0.67 -0.86
1.10 -0.73 -0.97
-0.59 1.05 0.51
-2.49 1.69 0.50
0.46 -3.39 3.06
-0.90 0.27 1.14
-2.31 0.50 -0.14
0.01 0.04 -0.33
1.33 -0.32 -1.33
0.39 0.13 1.61
1.27 -0.26 -0.62
0.00 0.03 0.13
-0.22 -0.06 -0.16
-0.36 -1.44 -0.86
-1.56 -0.42 -0.91
-0.55 0.63 -1.71
-0.95 -0.70 -1.19
-2.30 -0.73 -2.92
-1.70 1.03 0.03
-1.12 -0.36 -0.18
0.18 0.08 -0.31
0.09 0.08 0.04
0.13 -0.09 0.68
1.16 0.07 1.47
1.95 -0.35 1.19
-0.34 -1.65 0.24
0.35 -1.50 1.78
-0.21 -0.59 0.25
-0.63 2.28 4.75

Its charge is +1. The value obtained for the HOMO-LUMO gap is 8.1 eV. Its HOMO energy is -0.3966 Ha.